Here is a molecular structure, C24H28CoN3O3PSe from the OMol25 dataset. Energies are from ωB97M-V/def2-TZVPD.

Each line ends with the Löwdin spin population.
Geometry (Å):
Co1 0.836 0.945 -0.530  1.002
O1 0.890 4.780 0.626  0.000
C1 0.669 3.663 0.208  0.000
N1 1.530 2.645 -0.052  -0.011
C2 2.880 2.744 0.103  0.000
O2 3.529 3.586 0.688  -0.001
C3 3.575 1.598 -0.610  0.001
C4 4.955 1.543 -0.696  0.000
C5 5.530 0.483 -1.377  0.000
C6 4.709 -0.474 -1.951  0.000
C7 3.335 -0.344 -1.821  0.001
N2 2.784 0.670 -1.162  0.007
C8 -0.740 3.245 -0.169  0.005
C9 -1.803 4.119 -0.025  -0.002
C10 -3.054 3.709 -0.456  0.006
C11 -3.193 2.460 -1.035  -0.002
C12 -2.083 1.638 -1.138  0.005
N3 -0.883 2.012 -0.693  -0.010
H1 5.531 2.332 -0.233  0.000
H2 6.604 0.407 -1.464  0.000
H3 5.117 -1.313 -2.496  0.000
H4 2.647 -1.062 -2.252  0.000
H5 -1.613 5.090 0.404  0.000
H6 -3.909 4.365 -0.356  0.000
H7 -4.146 2.109 -1.400  0.000
H8 -2.138 0.658 -1.589  0.000
C13 -5.973 -2.114 -0.541  0.000
C14 -4.498 -1.914 -0.694  -0.002
C15 -3.709 -1.510 0.370  0.000
C16 -2.337 -1.321 0.244  -0.002
C17 -1.571 -0.922 1.468  0.000
C18 -1.722 -1.522 -0.992  -0.002
Se1 0.158 -1.225 -1.292  -0.019
C19 -2.502 -1.955 -2.077  -0.002
C20 -1.904 -2.209 -3.430  -0.001
C21 -3.866 -2.143 -1.910  0.000
H9 -6.318 -1.760 0.428  0.000
H10 -6.239 -3.169 -0.623  0.000
H11 -6.530 -1.579 -1.311  0.000
H12 -4.169 -1.328 1.333  0.000
H13 -2.191 -0.315 2.130  0.000
H14 -0.660 -0.369 1.223  0.000
H15 -1.278 -1.816 2.029  0.000
H16 -1.351 -1.340 -3.791  0.000
H17 -2.685 -2.460 -4.146  0.000
H18 -1.186 -3.031 -3.399  0.000
H19 -4.452 -2.464 -2.762  0.000
C22 3.933 -0.463 2.582  0.001
P1 2.172 -0.724 2.286  0.004
C23 1.359 -0.595 3.892  0.001
C24 1.999 -2.435 1.747  0.000
O3 1.648 0.288 1.319  0.019
H20 4.307 -1.112 3.372  0.000
H21 4.098 0.578 2.861  0.000
H22 4.483 -0.666 1.662  0.000
H23 1.617 -1.433 4.536  0.000
H24 0.282 -0.580 3.735  0.000
H25 1.650 0.335 4.378  0.000
H26 2.332 -3.122 2.522  0.000
H27 2.586 -2.588 0.843  0.000
H28 0.960 -2.625 1.484  0.000

Summary:
Electronic energy, eV: -148221.372
Relative energy (zero: lowest compared OMol25 entry of this formula, charge and spin), kcal per mole: 0.0
Multiplicity: 2
M, g/mol: 575.37
Strongest force on any atom, eV Å⁻¹: 0.87
Lowest unoccupied orbital energy (alpha / beta), eV: 0.0 / 0.0

---

Here is a gas-phase ion, C4H6FO2S (charge -1) from the OMol25 dataset. Energies are from ωB97M-V/def2-TZVPD.

Each line ends with the natural charge from an NBO analysis.
Geometry (Å):
C1 0.448 1.610 -0.032  -0.542
C2 -0.378 0.529 0.779  -0.494
C3 -0.448 -0.258 -0.454  -0.150
C4 0.290 -1.571 -0.646  -0.006
O1 -1.447 -0.112 -2.892  -1.046
O2 -2.884 -1.110 -1.133  -1.057
F1 1.215 -1.828 0.322  -0.381
S1 -2.019 0.062 -1.576  1.517
H1 -0.060 2.125 -0.853  0.201
H2 1.537 1.167 -0.304  0.181
H3 0.135 0.004 1.605  0.206
H4 -1.284 0.972 1.073  0.210
H5 0.881 -1.840 -1.599  0.166
H6 -0.514 -2.230 -0.626  0.196

Summary:
Electronic energy, eV: -21890.482
Relative energy (zero: lowest compared OMol25 entry of this formula, charge and spin), kcal per mole: 63.7
M, g/mol: 137.16
Strongest force on any atom, eV Å⁻¹: 4.98
Lowest unoccupied orbital energy, eV: 4.0
Charge: -1

---

Here is 9 unconnected molecules or ions with the total composition C23H64O9 from the OMol25 dataset. Energies are from ωB97M-V/def2-TZVPD.

Each line ends with the Löwdin charge.
Geometry (Å):
C1 -3.769 -4.183 3.320  -0.060
C2 -4.897 -3.201 2.965  -0.438
C3 -5.810 -3.101 4.183  -0.081
O1 -4.242 -1.904 2.686  -0.083
H1 -3.007 -4.194 2.541  0.071
H2 -4.111 -5.218 3.298  0.079
H3 -3.258 -3.921 4.247  0.081
H4 -5.586 -3.388 2.141  0.128
H5 -6.537 -2.290 4.123  0.074
H6 -5.245 -3.055 5.114  0.079
H7 -6.475 -3.964 4.173  0.079
H8 -4.827 -1.160 2.846  0.069
C4 -4.582 2.406 -4.100  -0.071
C5 -4.550 3.276 -5.340  -0.489
C6 -3.543 2.650 -6.347  -0.068
O2 -5.814 3.185 -5.936  -0.054
H9 -5.490 2.519 -3.507  0.080
H10 -3.697 2.588 -3.491  0.079
H11 -4.631 1.358 -4.397  0.078
H12 -4.309 4.314 -5.114  0.140
H13 -3.324 3.203 -7.260  0.074
H14 -3.659 1.622 -6.690  0.081
H15 -2.614 2.745 -5.784  0.073
H16 -5.740 2.337 -6.379  0.078
C7 -2.459 6.226 2.758  -0.048
C8 -2.229 6.151 1.211  -0.519
C9 -3.245 6.814 0.388  -0.068
O3 -0.918 6.586 0.883  -0.051
H17 -1.746 5.733 3.418  0.072
H18 -3.427 5.782 2.989  0.068
H19 -2.654 7.266 3.020  0.073
H20 -2.205 5.087 0.976  0.127
H21 -2.791 6.874 -0.601  0.084
H22 -3.336 7.879 0.598  0.084
H23 -4.231 6.349 0.398  0.090
H24 -0.281 5.960 1.237  0.086
C10 5.631 -3.460 -5.039  -0.061
C11 7.065 -3.301 -5.443  -0.564
C12 7.815 -2.171 -4.756  -0.050
O4 7.732 -4.485 -5.236  -0.031
H25 5.051 -4.097 -5.708  0.078
H26 5.070 -2.534 -5.164  0.079
H27 5.598 -3.872 -4.031  0.085
H28 7.104 -3.062 -6.505  0.137
H29 7.197 -1.273 -4.768  0.080
H30 8.765 -1.947 -5.239  0.083
H31 7.967 -2.483 -3.723  0.079
H32 7.942 -4.457 -4.300  0.084
C13 -1.398 -0.340 7.544  -0.046
C14 -2.348 -0.880 8.671  -0.445
C15 -1.557 -1.214 9.954  -0.085
O5 -3.335 0.115 9.007  -0.065
H33 -0.466 -0.891 7.418  0.074
H34 -1.216 0.716 7.739  0.074
H35 -1.938 -0.441 6.602  0.068
H36 -2.821 -1.838 8.456  0.129
H37 -0.773 -0.499 10.202  0.074
H38 -1.125 -2.214 9.945  0.070
H39 -2.106 -1.387 10.880  0.072
H40 -2.869 0.865 9.384  0.079
C16 1.931 -9.514 -3.205  -0.089
C17 2.384 -8.084 -2.780  -0.298
O6 2.631 -8.053 -1.370  -0.095
H41 1.004 -9.792 -2.704  0.065
H42 2.652 -10.266 -2.886  0.067
H43 1.626 -9.493 -4.251  0.066
H44 1.665 -7.358 -3.162  0.105
H45 3.320 -7.787 -3.255  0.099
H46 3.449 -8.483 -1.107  0.079
C18 -0.928 -1.744 -2.119  -0.093
C19 0.143 -1.652 -1.034  -0.298
O7 -0.154 -0.541 -0.162  -0.095
H47 -0.794 -1.006 -2.910  0.070
H48 -1.921 -1.541 -1.720  0.068
H49 -0.912 -2.717 -2.611  0.070
H50 1.094 -1.448 -1.528  0.106
H51 0.299 -2.563 -0.456  0.104
H52 -1.060 -0.638 0.141  0.068
C20 2.521 3.584 -4.034  -0.095
C21 3.292 3.812 -5.305  -0.360
O8 4.469 3.083 -5.310  -0.070
H53 1.585 4.142 -4.071  0.067
H54 3.033 3.962 -3.149  0.078
H55 2.095 2.581 -4.009  0.075
H56 3.669 4.835 -5.307  0.108
H57 2.628 3.696 -6.162  0.111
H58 5.230 3.660 -5.210  0.085
C22 4.378 4.575 4.628  -0.094
C23 3.355 3.431 4.483  -0.317
O9 2.582 3.792 3.354  -0.081
H59 5.112 4.300 5.386  0.065
H60 4.000 5.551 4.932  0.068
H61 4.941 4.797 3.721  0.071
H62 2.832 3.186 5.407  0.105
H63 3.930 2.533 4.255  0.103
H64 2.171 2.978 3.055  0.079

Summary:
Electronic energy, eV: -43311.944
Relative energy (zero: lowest compared OMol25 entry of this formula, charge and spin), kcal per mole: 91.8
M, g/mol: 484.76
Strongest force on any atom, eV Å⁻¹: 3.59
Lowest unoccupied orbital energy, eV: 0.2

---

Here is a molecular structure, C3H5F2NS from the OMol25 dataset. Energies are from ωB97M-V/def2-TZVPD.

Each line ends with the natural charge from an NBO analysis.
Geometry (Å):
C1 0.089 1.297 0.098  -0.734
C2 -0.103 -0.198 -0.145  0.147
C3 -1.408 -0.758 -0.052  0.521
H1 -0.882 1.701 0.396  0.239
H2 0.443 1.884 -0.841  0.254
H3 1.068 1.833 0.860  0.257
H4 2.950 -1.563 0.345  0.119
H5 -1.138 -1.883 -0.230  0.143
N1 0.861 -1.100 -0.246  -0.566
F1 -2.072 -0.586 1.015  -0.296
F2 -2.072 -0.231 -1.127  -0.354
S1 2.264 -0.396 -0.072  0.270

Summary:
Electronic energy, eV: -20949.619
Relative energy (zero: lowest compared OMol25 entry of this formula, charge and spin), kcal per mole: 57.1
M, g/mol: 125.14
Strongest force on any atom, eV Å⁻¹: 6.02
Lowest unoccupied orbital energy, eV: 0.5

---

Here is 13 unconnected molecules or ions with the total composition C52H100N6O7 from the OMol25 dataset. Energies are from ωB97M-V/def2-TZVPD.

Each line ends with the Löwdin charge.
Geometry (Å):
C1 4.195 5.140 1.481  -0.065
C2 5.114 4.591 0.425  -0.287
O1 4.701 5.168 -0.800  -0.153
C3 5.368 4.702 -1.947  -0.294
C4 4.746 5.114 -3.273  -0.073
H1 3.198 4.941 1.100  0.059
H2 4.432 4.645 2.462  0.098
H3 4.226 6.166 1.624  0.049
H4 6.229 4.696 0.557  0.129
H5 5.130 3.488 0.330  0.086
H6 6.438 5.023 -1.974  0.124
H7 5.424 3.589 -1.989  0.107
H8 3.710 4.745 -3.354  0.064
H9 5.302 4.607 -4.101  0.075
H10 4.810 6.182 -3.473  0.069
C5 4.218 0.949 -0.407  -0.049
C6 3.262 1.108 -1.574  -0.293
O2 4.047 1.257 -2.705  -0.153
C7 3.307 1.323 -3.891  -0.273
C8 4.241 1.610 -5.064  -0.053
H11 3.729 1.141 0.528  0.053
H12 4.763 0.002 -0.367  0.065
H13 5.037 1.719 -0.595  0.079
H14 2.623 0.266 -1.739  0.094
H15 2.733 2.003 -1.424  0.097
H16 2.722 0.415 -4.078  0.105
H17 2.546 2.165 -3.830  0.119
H18 4.769 0.771 -5.370  0.039
H19 4.867 2.475 -4.892  0.057
H20 3.627 1.856 -5.941  0.083
C9 1.098 4.144 3.855  -0.040
C10 -0.274 4.838 3.742  -0.321
O3 -0.751 4.932 2.449  -0.167
C11 -2.219 5.011 2.402  -0.219
C12 -2.670 4.833 0.968  -0.090
H21 1.398 4.078 4.896  0.075
H22 0.983 3.095 3.509  0.065
H23 1.765 4.734 3.259  0.047
H24 -0.891 4.278 4.434  0.072
H25 -0.355 5.822 4.188  0.116
H26 -2.717 4.218 3.025  0.118
H27 -2.460 5.992 2.825  0.119
H28 -2.647 3.822 0.518  0.062
H29 -2.003 5.441 0.389  0.058
H30 -3.731 5.143 0.898  0.084
C13 4.057 -2.751 -4.168  -0.043
C14 2.677 -2.628 -3.471  -0.253
O4 2.777 -2.132 -2.119  -0.183
C15 2.961 -3.242 -1.168  -0.233
C16 3.942 -2.810 -0.068  -0.057
H31 4.442 -1.779 -4.344  0.045
H32 4.790 -3.327 -3.603  0.073
H33 3.916 -3.255 -5.133  0.076
H34 2.061 -1.944 -3.981  0.081
H35 2.083 -3.541 -3.434  0.097
H36 1.990 -3.521 -0.814  0.089
H37 3.433 -4.122 -1.600  0.103
H38 3.713 -1.774 0.249  0.064
H39 4.945 -2.878 -0.464  0.071
H40 3.840 -3.572 0.721  0.065
C17 -3.931 -4.772 -2.368  -0.063
C18 -3.340 -3.870 -3.457  -0.297
O5 -2.634 -2.883 -2.809  -0.217
C19 -2.070 -1.892 -3.663  -0.263
C20 -1.399 -0.826 -2.807  -0.062
H41 -4.402 -5.667 -2.860  0.090
H42 -3.256 -5.323 -1.742  0.044
H43 -4.700 -4.197 -1.829  0.080
H44 -2.668 -4.368 -4.153  0.112
H45 -4.148 -3.380 -4.020  0.122
H46 -1.393 -2.391 -4.370  0.116
H47 -2.844 -1.429 -4.334  0.125
H48 -0.751 -0.173 -3.400  0.072
H49 -0.796 -1.367 -2.019  0.083
H50 -2.078 -0.124 -2.229  0.070
C21 -3.711 2.167 -5.660  -0.076
C22 -4.026 2.259 -4.167  -0.290
O6 -4.321 0.963 -3.644  -0.204
C23 -4.812 0.913 -2.258  -0.243
C24 -5.397 -0.467 -2.085  -0.063
H51 -4.653 1.960 -6.290  0.098
H52 -3.314 3.141 -6.085  0.091
H53 -3.008 1.380 -5.814  0.046
H54 -3.233 2.679 -3.590  0.095
H55 -4.818 2.991 -4.013  0.109
H56 -3.882 1.124 -1.682  0.098
H57 -5.466 1.746 -2.176  0.100
H58 -6.207 -0.630 -2.821  0.085
H59 -5.785 -0.605 -1.029  0.086
H60 -4.615 -1.260 -2.267  0.071
C25 -0.380 -2.450 6.171  -0.066
C26 -1.227 -1.356 6.874  -0.273
O7 -0.932 -0.130 6.288  -0.175
C27 -1.974 0.806 6.387  -0.274
C28 -1.592 1.996 5.580  -0.080
H61 -0.648 -2.433 5.118  0.041
H62 0.739 -2.342 6.184  0.082
H63 -0.450 -3.531 6.389  0.080
H64 -2.260 -1.622 6.759  0.105
H65 -1.014 -1.295 7.959  0.125
H66 -2.869 0.431 5.852  0.113
H67 -2.044 1.062 7.385  0.103
H68 -0.852 2.606 6.125  0.086
H69 -2.430 2.669 5.408  0.077
H70 -1.237 1.679 4.602  0.072
N1 0.001 3.853 -0.304  0.026
C29 -0.277 3.006 -1.374  -0.151
C30 0.250 3.534 -2.478  -0.127
C31 0.865 4.805 -2.123  -0.078
C32 0.668 4.936 -0.770  -0.140
H71 0.003 3.467 0.583  0.097
H72 -0.629 2.032 -1.090  0.097
H73 0.184 3.083 -3.474  0.094
H74 1.221 5.571 -2.759  0.077
H75 0.971 5.679 -0.044  0.115
N2 1.904 -2.961 2.679  0.047
C33 1.610 -4.152 2.165  -0.163
C34 2.434 -5.178 2.759  -0.073
C35 3.204 -4.458 3.750  -0.113
C36 2.832 -3.134 3.636  -0.178
H76 1.604 -2.058 2.405  0.099
H77 0.970 -4.326 1.344  0.062
H78 2.474 -6.273 2.559  0.094
H79 3.965 -4.872 4.444  0.099
H80 3.382 -2.327 4.067  0.102
N3 -2.798 -3.045 0.291  0.047
C37 -1.806 -3.762 0.974  -0.116
C38 -2.225 -3.866 2.262  -0.107
C39 -3.467 -3.117 2.399  -0.118
C40 -3.795 -2.685 1.150  -0.155
H81 -2.791 -3.009 -0.682  0.069
H82 -0.947 -4.200 0.439  0.103
H83 -1.654 -4.383 2.982  0.076
H84 -4.166 -3.025 3.226  0.094
H85 -4.694 -2.201 0.767  0.114
N4 0.453 -6.814 -3.556  -0.004
C41 -0.772 -7.097 -3.086  -0.148
C42 -0.722 -7.015 -1.671  -0.112
C43 0.598 -6.612 -1.305  -0.098
C44 1.311 -6.506 -2.516  -0.130
H86 0.741 -6.675 -4.509  0.146
H87 -1.617 -7.320 -3.694  0.097
H88 -1.584 -7.323 -1.031  0.106
H89 0.845 -6.675 -0.274  0.075
H90 2.362 -6.409 -2.767  0.103
N5 -3.825 0.220 2.522  0.026
C45 -4.666 0.654 3.494  -0.130
C46 -5.208 1.891 3.087  -0.072
C47 -4.725 2.083 1.746  -0.119
C48 -3.893 1.053 1.449  -0.153
H91 -3.198 -0.527 2.690  0.076
H92 -4.713 0.067 4.411  0.105
H93 -5.860 2.516 3.608  0.064
H94 -4.942 2.844 0.978  0.099
H95 -3.252 0.907 0.633  0.082
N6 0.490 -0.131 3.422  0.022
C49 -0.502 -0.587 2.654  -0.175
C50 -0.242 -0.331 1.332  -0.072
C51 1.012 0.363 1.359  -0.098
C52 1.421 0.469 2.655  -0.163
H96 0.585 -0.264 4.432  0.144
H97 -1.287 -1.163 3.146  0.100
H98 -0.782 -0.656 0.464  0.078
H99 1.477 0.542 0.394  0.081
H100 2.367 0.807 3.030  0.115

Summary:
Electronic energy, eV: -78812.206
M, g/mol: 921.41
Strongest force on any atom, eV Å⁻¹: 3.90
Lowest unoccupied orbital energy, eV: 0.5

---

Here is 4 unconnected molecules or ions with the total composition H6IO3 from the OMol25 dataset. Energies are from ωB97M-V/def2-TZVPD.

Each line ends with the natural charge from an NBO analysis.
Geometry (Å):
I1 -0.036 -0.592 -0.298  -0.903
O1 -1.753 -3.703 -0.559  -0.988
H1 -2.463 -3.442 -0.002  0.458
H2 -1.014 -3.018 -0.441  0.504
O2 2.138 0.804 2.113  -1.004
H3 1.336 0.407 1.498  0.495
H4 1.628 1.580 2.532  0.446
O3 -0.278 2.715 -1.778  -0.952
H5 -0.151 2.015 -1.234  0.487
H6 0.594 3.237 -1.827  0.456

Summary:
Electronic energy, eV: -14343.203
Relative energy (zero: lowest compared OMol25 entry of this formula, charge and spin), kcal per mole: 18.0
M, g/mol: 180.95
Strongest force on any atom, eV Å⁻¹: 6.30
Lowest unoccupied orbital energy, eV: 3.5
Charge: -1

---

Q: The lowest electronic energy belongs to which entry?
A: C24H28CoN3O3PSe

---

Q: The lowest M belongs to which entry?
A: C3H5F2NS

---

Repeat the sixth record exactly.
Here is 4 unconnected molecules or ions with the total composition H6IO3 from the OMol25 dataset. Energies are from ωB97M-V/def2-TZVPD.

Each line ends with the natural charge from an NBO analysis.
Geometry (Å):
I1 -0.036 -0.592 -0.298  -0.903
O1 -1.753 -3.703 -0.559  -0.988
H1 -2.463 -3.442 -0.002  0.458
H2 -1.014 -3.018 -0.441  0.504
O2 2.138 0.804 2.113  -1.004
H3 1.336 0.407 1.498  0.495
H4 1.628 1.580 2.532  0.446
O3 -0.278 2.715 -1.778  -0.952
H5 -0.151 2.015 -1.234  0.487
H6 0.594 3.237 -1.827  0.456

Summary:
Electronic energy, eV: -14343.203
Relative energy (zero: lowest compared OMol25 entry of this formula, charge and spin), kcal per mole: 18.0
M, g/mol: 180.95
Strongest force on any atom, eV Å⁻¹: 6.30
Lowest unoccupied orbital energy, eV: 3.5
Charge: -1